Entry 1:
{
  "formula": "C4H4OS2",
  "method": "the ωB97M-V functional and the def2-TZVPD basis",
  "elements": ["O", "C", "S", "C", "C", "C", "S", "H", "H", "H", "H"],
  "positions_angstrom": [[3.118766, -0.195156, -0.126034], [1.917554, -0.102774, -0.079024], [1.033535, -1.632545, 0.138955], [-0.606255, -1.286543, -0.398615], [-1.190452, -0.091735, -0.263318], [-0.492846, 1.029061, 0.433074], [1.117189, 1.459551, -0.259322], [-1.143258, -2.122383, -0.810144], [-2.250015, 0.003170, -0.536356], [-1.080477, 1.957436, 0.355366], [-0.423743, 0.981913, 1.545419]],
  "forces_ev_per_angstrom": [[-0.39, 0.19, 0.06], [1.00, 0.01, -0.17], [-0.36, -0.10, -0.13], [-0.20, 0.91, 0.30], [-0.13, -0.90, 0.57], [-0.78, 1.41, 0.61], [-0.10, -0.45, 0.09], [0.04, -0.24, -0.15], [0.59, 0.17, -0.05], [0.17, -0.20, -0.42], [0.17, -0.80, -0.70]],
  "homo_ev": -9.2,
  "energy_ev": -27930.147,
  "e_lumo_ev": 0.51,
  "homo_lumo_gap_ha": 0.356,
  "de_lowest_kj_mol": 1.6,
  "smiles": "O=C1SC=CCS1"
}

=====

Entry 2:
{
  "formula": "C24H19IrN2O4S",
  "method": "the ωB97M-V functional and the def2-TZVPD basis",
  "elements": ["Ir", "C", "C", "C", "C", "C", "C", "C", "S", "O", "O", "N", "C", "C", "O", "O", "H", "H", "H", "H", "H", "H", "H", "H", "H", "C", "C", "C", "C", "C", "C", "C", "C", "C", "C", "C", "C", "C", "C", "C", "N", "H", "H", "H", "H", "H", "H", "H", "H", "H", "H"],
  "positions_angstrom": [[0.456336, 1.038239, -1.628324], [-3.830878, 0.558455, 3.591004], [-2.455617, 0.746091, 3.013678], [-1.653322, -0.347582, 2.708837], [-0.400638, -0.177590, 2.140176], [0.057372, 1.103806, 1.882264], [-0.716646, 2.212809, 2.198238], [-1.968994, 2.025976, 2.754188], [1.650006, 1.323063, 1.153942], [2.384013, 2.264478, 1.949412], [2.183533, 0.016686, 0.889833], [1.371568, 2.045212, -0.299994], [1.169787, 3.504478, -0.352603], [-0.073263, 3.806478, -1.163371], [-0.632972, 4.876188, -1.110879], [-0.412229, 2.819331, -1.957560], [-3.999694, -0.477633, 3.881235], [-4.594946, 0.832678, 2.860086], [-3.978275, 1.189013, 4.468423], [-2.017716, -1.348120, 2.908584], [0.223503, -1.024361, 1.889227], [-0.349607, 3.214201, 2.014778], [-2.579429, 2.889270, 2.991652], [2.010214, 3.953567, -0.887636], [1.138826, 3.952739, 0.636222], [-3.572491, 0.158878, -0.533832], [-3.545170, -1.232372, -0.496762], [-2.367414, -1.907158, -0.765473], [-1.212513, -1.190442, -1.070073], [-1.242259, 0.211239, -1.107220], [-2.429799, 0.883953, -0.840904], [0.094216, -1.805372, -1.327496], [0.327409, -3.198357, -1.315186], [1.579243, -3.671921, -1.553917], [2.643898, -2.777451, -1.807025], [3.967636, -3.205507, -2.053553], [4.957799, -2.293175, -2.273303], [4.664859, -0.912704, -2.248964], [3.394564, -0.469879, -2.013992], [2.355050, -1.398848, -1.798582], [1.083464, -0.951586, -1.569286], [-4.496829, 0.685021, -0.329091], [-4.442636, -1.787360, -0.257438], [-2.355992, -2.989242, -0.729635], [-2.460013, 1.964090, -0.889149], [-0.487950, -3.875824, -1.111589], [1.776471, -4.737245, -1.546004], [4.178949, -4.267658, -2.059245], [5.971311, -2.622353, -2.458089], [5.458795, -0.195329, -2.407983], [3.178470, 0.589127, -1.967620]],
  "forces_ev_per_angstrom": [[-0.61, -0.22, -1.08], [0.00, 0.01, 0.00], [-0.03, -0.05, -0.02], [-0.04, 0.00, -0.03], [-0.01, 0.05, -0.05], [0.02, -0.09, 0.07], [-0.04, 0.03, 0.01], [0.02, 0.04, -0.03], [0.18, 0.12, 0.04], [0.02, 0.04, 0.00], [0.02, 0.07, 0.10], [0.52, -0.15, 0.47], [0.05, -0.07, 0.09], [0.04, 0.08, -0.09], [-0.06, -0.02, -0.01], [-0.05, 0.09, 0.07], [0.00, 0.00, 0.00], [0.01, 0.00, 0.00], [0.00, 0.00, 0.00], [0.00, 0.00, 0.01], [0.01, -0.01, 0.00], [-0.02, -0.03, 0.03], [0.00, 0.00, 0.00], [0.02, 0.04, 0.08], [-0.04, 0.00, -0.02], [-0.01, -0.06, 0.01], [-0.02, 0.11, 0.03], [0.07, -0.04, -0.01], [-0.12, -0.03, 0.08], [-0.03, 0.02, 0.02], [-0.02, 0.00, -0.01], [0.18, -0.21, -0.03], [-0.05, 0.05, 0.02], [0.10, -0.02, -0.01], [-0.09, 0.04, 0.01], [0.02, -0.02, 0.00], [0.01, 0.00, 0.00], [-0.03, -0.01, 0.00], [0.03, -0.03, -0.04], [0.10, 0.07, 0.00], [-0.15, 0.21, 0.29], [0.00, -0.01, 0.00], [0.00, 0.00, 0.00], [0.00, 0.01, -0.02], [0.02, 0.00, 0.02], [-0.01, 0.01, -0.01], [0.00, 0.00, -0.01], [0.00, 0.00, 0.00], [0.00, 0.00, 0.00], [0.01, 0.00, 0.00], [0.00, -0.02, 0.02]],
  "homo_ev": -8.3,
  "energy_ev": -50041.072,
  "e_lumo_ev": -1.29,
  "homo_lumo_gap_ha": 0.257
}